Record 1
118
Properties=species:S:1:pos:R:3:forces:R:3:mulliken_charge:R:1 method="wB97M-V/def2-TZVPD" homo_energy_ev="-11.17 / -11.17" gap_ev="8.40 / 3.66" s_squared=0.76 energy_ev=-193681.711 spin_multiplicity=2 charge=+1
K -17.3163 -6.1647 -0.3985 -0.51 -0.05 -0.37 1.008
C -14.8341 -10.2506 -6.1135 -1.20 -0.42 0.09 -1.523
C -14.4706 -8.9211 -5.3965 2.10 -0.51 -0.80 0.471
C -14.0542 -7.9677 -6.5588 -0.16 -0.08 0.05 -1.172
N -13.4295 -6.5961 -6.2134 -1.73 0.51 0.40 0.487
C -14.5879 -5.8516 -5.5426 1.44 0.82 0.97 -0.558
C -12.1466 -6.4715 -5.3710 0.17 -0.08 -1.37 0.296
C -11.4998 -5.1067 -5.7401 -0.89 -0.42 1.35 -0.731
C -12.2068 -4.5353 -6.9141 -2.45 -0.71 -1.03 -0.073
C -13.0643 -5.7528 -7.4332 0.40 -1.04 0.05 -0.983
H -14.0895 -10.7353 -6.7450 0.73 0.44 0.41 0.414
H -15.6565 -10.1769 -6.8250 -0.28 0.75 -0.03 0.408
H -15.2283 -11.0421 -5.4763 0.36 0.22 0.58 0.342
H -13.5633 -9.0635 -4.8095 0.36 -0.42 -0.07 -0.175
H -15.1015 -8.5711 -4.5795 -0.85 0.15 -0.86 0.375
H -14.9437 -7.8081 -7.1682 -0.16 0.81 0.16 0.458
H -13.4393 -8.5058 -7.2802 0.71 0.03 0.44 0.578
H -14.0018 -5.0652 -5.0670 -0.94 0.48 0.38 0.311
H -15.1146 -6.4232 -4.7785 0.39 -0.17 -0.20 -0.146
H -15.3142 -5.4195 -6.2311 0.29 -0.30 -0.24 0.305
H -12.3915 -6.4705 -4.3088 0.18 -0.83 -0.27 -0.430
H -11.4202 -7.1642 -5.7960 -0.51 -0.95 0.77 0.627
H -11.7454 -4.5788 -4.8186 1.21 0.94 -0.26 0.247
H -10.4665 -5.1926 -6.0762 0.14 -0.18 1.14 0.387
H -12.9655 -3.7960 -6.6571 0.44 0.35 0.07 -0.374
H -11.4821 -4.1145 -7.6111 -0.54 -0.17 -0.36 0.583
H -14.0348 -5.5708 -7.8947 0.48 0.37 -0.49 0.576
H -12.4818 -6.4985 -7.9744 0.13 0.47 -0.72 0.458
C -14.6570 -9.4623 4.9079 -0.35 -0.40 2.21 -1.658
C -13.9710 -8.2581 4.2932 -0.77 -0.34 -0.90 0.574
C -14.3894 -6.9686 5.0361 1.68 0.81 0.25 -0.994
N -14.1164 -5.6535 4.2630 0.38 -1.25 -0.72 0.268
C -12.5441 -5.4392 4.0684 -2.87 1.06 0.50 -0.808
C -14.7583 -4.4748 4.9180 -0.12 -0.06 2.40 -0.607
C -15.2822 -3.4765 3.9333 -0.83 -0.47 -0.49 -0.694
C -15.0699 -4.2396 2.6631 -0.02 -1.04 -2.23 -0.456
C -14.9190 -5.7756 2.9846 1.09 2.61 0.28 -0.770
H -14.1272 -9.8022 5.7977 0.32 -0.12 0.02 0.421
H -14.8873 -10.3694 4.3491 0.38 0.47 -0.67 0.279
H -15.6007 -9.1564 5.3596 -0.34 0.06 -0.30 0.459
H -14.3088 -8.3266 3.2592 -0.08 0.79 -0.21 -0.106
H -12.8938 -8.4103 4.2251 0.07 0.25 0.36 0.270
H -13.7819 -6.8274 5.9301 0.05 -0.38 0.22 0.438
H -15.4176 -6.9078 5.3928 -0.10 -0.31 -0.54 0.473
H -12.1358 -6.3210 3.5747 0.22 0.27 0.55 0.238
H -12.3103 -5.0909 5.0745 0.89 -1.16 0.13 0.357
H -12.3969 -4.5023 3.5311 -0.20 -0.37 -0.72 0.409
H -14.1124 -4.0562 5.6898 0.07 -0.23 0.03 0.451
H -15.6401 -4.9027 5.3949 0.21 0.02 0.41 0.311
H -14.9139 -2.4506 3.9218 0.44 -0.35 0.13 0.312
H -16.3656 -3.4109 4.0336 0.06 0.27 0.50 0.326
H -14.1689 -3.8878 2.1605 -0.27 -0.12 -0.41 0.205
H -15.9573 -4.1126 2.0430 0.44 0.16 -0.56 0.407
H -14.3017 -6.3676 2.3088 -0.60 0.14 -0.37 0.498
H -15.8936 -6.1920 3.2393 0.21 -0.35 -0.06 0.363
C -11.5889 -11.2769 3.7885 -0.33 -0.53 1.00 -1.408
C -10.9241 -10.6883 2.5765 -0.78 0.85 -1.42 -0.097
C -11.1253 -11.5408 1.2699 1.33 0.55 0.62 -0.397
N -10.6527 -10.9508 -0.1218 1.48 -0.13 -0.30 0.481
C -9.2255 -10.2462 0.0327 -1.81 -2.83 -0.74 -1.096
C -10.5750 -12.2082 -1.0239 -0.99 1.70 -2.13 -0.631
C -10.6618 -11.6785 -2.5599 0.95 0.60 2.90 -0.740
C -11.3292 -10.3059 -2.4124 -0.32 1.08 -0.21 -0.355
C -11.5834 -10.0545 -0.9718 -1.18 -1.28 3.30 -0.150
H -12.6574 -11.4566 3.6692 0.03 -0.02 -0.12 0.228
H -11.4526 -10.6301 4.6552 -0.19 0.51 -0.15 0.439
H -11.1348 -12.1811 4.1939 0.08 -0.39 -0.62 0.435
H -9.9173 -10.4070 2.8855 0.37 -0.43 -0.72 0.362
H -11.4148 -9.7413 2.3521 -0.14 0.35 0.16 0.122
H -12.1471 -11.9066 1.1687 -0.09 0.39 -0.21 0.175
H -10.4919 -12.4137 1.4278 0.02 -0.18 -0.45 0.429
H -9.3152 -9.2983 0.5632 0.15 -0.44 0.03 0.244
H -8.7694 -10.2028 -0.9564 -0.40 0.63 -0.09 0.418
H -8.7295 -11.1160 0.4634 0.70 0.85 0.92 0.452
H -9.6740 -12.8082 -0.8956 -0.39 -0.04 0.58 0.446
H -11.5589 -12.6638 -0.9127 0.42 -0.64 0.70 0.345
H -9.6123 -11.4773 -2.7745 -0.18 -0.60 -1.10 0.284
H -11.2169 -12.4306 -3.1207 0.47 0.30 -0.32 0.437
H -10.7634 -9.4163 -2.6888 0.54 -0.48 -0.93 0.305
H -12.3037 -10.1900 -2.8869 0.09 -0.29 -0.27 0.219
H -11.5207 -9.0481 -0.5579 0.09 0.02 -0.44 0.537
H -12.5487 -10.4699 -0.6825 -0.35 0.28 -0.11 -0.573
N -18.8408 -5.5469 -2.6295 4.26 -1.97 -3.43 -0.033
S -18.3980 -5.5381 -4.2252 2.76 -1.06 -1.69 0.872
O -17.4113 -4.5305 -4.5726 -1.36 -1.05 0.71 -0.405
O -19.3922 -5.9384 -5.1703 0.39 0.45 0.76 -0.565
F -17.5171 -6.8744 -4.1021 0.31 0.12 0.24 -0.266
S -20.1150 -4.8051 -2.7168 -8.54 6.62 3.46 0.892
O -21.2209 -5.4337 -2.0700 -0.12 -1.45 -1.03 -0.661
O -20.4610 -3.8354 -3.7767 1.96 -2.32 1.65 -0.530
F -19.7984 -3.8312 -1.3943 0.80 0.52 -0.53 -0.378
N -14.2976 -12.4293 -0.1163 -0.67 -2.31 -2.55 -0.085
S -15.0286 -13.3123 -1.3614 -0.49 -4.12 -1.94 0.859
O -14.7248 -12.7945 -2.6785 0.28 -0.01 1.48 -0.523
O -16.3372 -13.9615 -1.2103 2.09 2.38 0.49 -0.565
F -14.1293 -14.6458 -1.2126 0.55 1.10 0.08 -0.308
S -15.4556 -11.4282 0.0808 -3.70 2.65 1.69 0.869
O -16.5810 -11.9314 0.8423 1.20 0.64 -0.72 -0.601
O -15.7516 -10.5281 -1.0156 0.34 -0.97 0.67 -0.500
F -14.6919 -10.5150 1.1063 0.74 0.76 0.91 -0.164
N -15.8456 -0.3854 -5.8861 -1.42 2.19 5.00 -0.171
S -15.4994 -1.0152 -4.3381 -4.12 4.04 7.77 1.097
O -15.2677 0.1016 -3.4016 -0.31 -2.38 -3.14 -0.581
O -14.7840 -2.2065 -4.1069 0.49 -0.46 -1.47 -0.221
F -17.0765 -1.4020 -4.1255 2.27 0.35 -0.43 -0.192
S -15.1009 -1.4058 -6.6195 3.53 -5.24 -11.51 1.168
O -15.7540 -2.7373 -6.8139 2.08 2.69 1.86 -0.316
O -13.6133 -1.2459 -6.5794 -3.95 -0.70 0.35 -0.453
F -15.5704 -0.7999 -8.0848 1.43 -0.48 1.50 -0.326
N -14.7067 -6.1102 -0.9617 -1.04 4.76 -0.95 0.487
S -14.0286 -4.7189 -1.5141 -0.96 4.89 -3.54 0.576
O -12.9409 -4.6314 -2.5476 -2.13 -1.59 3.38 -0.476
O -14.0844 -3.7143 -0.4885 0.39 -1.14 -0.33 -0.575
F -15.2572 -4.3239 -2.5110 0.44 -0.50 1.16 -0.152
S -13.6363 -7.0695 -1.3266 2.97 -8.31 2.86 0.487
O -12.4516 -6.9110 -0.4906 -0.28 0.29 -1.71 -0.731
O -13.5697 -7.6318 -2.6458 0.26 0.89 0.62 -0.193
F -14.3784 -8.2838 -0.4337 0.69 0.91 -1.19 -0.382

***

Record 2
85
Properties=species:S:1:pos:R:3:forces:R:3:mulliken_charge:R:1 method="wB97M-V/def2-TZVPD" homo_energy_ev=-7.48 gap_ev=7.34 energy_ev=-73487.934
K 0.2837 0.3233 -1.3387 -1.23 0.20 -0.98 1.365
C 3.7359 2.0528 -1.4989 -0.06 -0.18 0.13 -1.366
C 3.5680 0.5327 -1.5472 0.76 0.17 -0.65 1.458
C 3.2255 0.1045 -2.9793 -0.02 0.01 0.40 -1.888
C 4.8682 -0.1478 -1.1141 -0.26 0.01 0.00 -1.380
O 2.4785 0.1380 -0.7317 1.23 -0.13 0.68 -0.142
Si 2.4564 0.0947 0.9637 -0.98 0.10 0.03 -0.671
S 0.4699 -0.0732 1.4528 0.22 0.01 0.48 -0.517
O 3.1926 1.4968 1.3551 -0.19 -0.10 -0.46 -0.184
C 3.8106 1.8915 2.5483 0.60 0.49 0.77 1.709
C 3.1190 1.2940 3.7710 0.02 0.10 -0.24 -1.539
C 3.7384 3.4218 2.5873 0.01 -0.35 -0.05 -1.797
C 5.2764 1.4423 2.5010 -0.33 0.07 -0.01 -1.455
O 3.4634 -1.0814 1.4970 0.20 0.62 -0.03 0.316
C 3.2128 -2.4622 1.5317 0.09 -1.06 0.20 1.752
C 4.5873 -3.1394 1.5733 -0.29 0.21 -0.04 -1.798
C 2.4481 -2.9143 0.2861 0.14 0.07 0.15 -1.378
C 2.4194 -2.8066 2.7937 0.07 0.12 -0.24 -1.669
H 4.5228 2.3755 -2.1761 0.05 0.03 -0.13 0.458
H 3.9828 2.3475 -0.4846 0.05 0.13 -0.04 0.094
H 2.8014 2.5463 -1.7726 -0.03 0.05 -0.08 0.232
H 4.0515 0.3278 -3.6497 0.01 0.06 -0.10 0.433
H 2.3404 0.6404 -3.3270 -0.04 0.04 -0.16 0.317
H 3.0319 -0.9661 -3.0136 -0.03 -0.12 -0.02 0.368
H 5.6970 0.1817 -1.7379 0.05 0.04 -0.06 0.589
H 4.7754 -1.2311 -1.1957 0.03 -0.03 0.00 0.268
H 5.0802 0.0964 -0.0777 0.15 0.01 0.07 0.135
H 2.0684 1.5721 3.7936 -0.10 0.06 0.00 0.334
H 3.6085 1.6485 4.6737 0.04 0.01 0.17 0.517
H 3.1770 0.2100 3.7321 0.03 -0.16 0.10 0.162
H 2.7046 3.7504 2.6343 -0.17 0.02 0.03 0.381
H 4.1845 3.8337 1.6849 0.09 0.05 -0.09 0.347
H 4.2741 3.8046 3.4505 0.07 0.10 0.14 0.427
H 5.3144 0.3602 2.4227 0.07 -0.16 0.02 0.124
H 5.8087 1.7572 3.3944 0.09 0.04 0.12 0.548
H 5.7624 1.8746 1.6288 0.10 0.07 -0.09 0.273
H 5.1688 -2.8537 0.7007 0.07 0.01 -0.15 0.341
H 4.4802 -4.2193 1.5895 0.01 -0.19 0.03 0.423
H 5.1320 -2.8210 2.4578 0.06 0.03 0.15 0.366
H 2.9655 -2.5702 -0.6070 0.06 -0.06 -0.13 0.223
H 1.4482 -2.4882 0.2994 -0.15 0.00 -0.04 0.210
H 2.3731 -3.9973 0.2623 -0.02 -0.17 -0.01 0.609
H 2.9581 -2.4767 3.6790 0.12 0.00 0.10 0.333
H 2.2616 -3.8787 2.8499 -0.02 -0.23 0.07 0.504
H 1.4559 -2.3052 2.7738 -0.10 0.04 -0.01 0.208
C -3.4647 1.2904 1.8238 0.11 -0.02 -0.25 -1.758
C -3.9777 0.0546 1.1007 -0.04 0.01 -0.45 1.472
C -5.5003 0.0547 1.0733 0.14 0.00 -0.17 -1.476
C -3.4632 -1.1820 1.8215 0.11 0.02 -0.25 -1.711
Sb -2.9817 0.0573 -0.9138 -0.66 -0.05 -0.09 1.019
C -3.7490 -1.8032 -1.9640 -0.04 0.45 0.20 1.516
C -3.5138 -1.6580 -3.4606 0.09 0.27 0.18 -1.742
C -2.8547 -2.9189 -1.4366 0.08 0.28 0.10 -1.587
C -5.2103 -2.1323 -1.7071 0.13 0.13 0.06 -1.726
C -3.7534 1.9198 -1.9617 -0.06 -0.44 0.20 1.513
C -3.5205 1.7784 -3.4590 0.10 -0.27 0.17 -1.717
C -2.8623 3.0385 -1.4350 0.07 -0.29 0.10 -1.594
C -5.2145 2.2495 -1.7027 0.14 -0.13 0.06 -1.742
H -3.8092 1.2797 2.8579 -0.07 -0.02 0.17 0.505
H -3.8363 2.2034 1.3620 0.00 0.14 0.01 0.293
H -2.3752 1.3019 1.8317 0.12 0.13 0.06 0.268
H -5.8766 0.0538 2.0977 -0.04 0.00 0.17 0.497
H -5.8957 -0.8272 0.5764 -0.08 -0.02 -0.01 0.205
H -5.8961 0.9374 0.5779 -0.08 0.02 -0.01 0.206
H -3.8041 -1.1716 2.8568 -0.07 0.03 0.17 0.502
H -2.3736 -1.1970 1.8248 0.11 -0.13 0.06 0.255
H -3.8380 -2.0937 1.3603 0.00 -0.14 0.00 0.286
H -2.5082 -1.2790 -3.6661 -0.03 -0.01 -0.14 0.282
H -4.2432 -0.9878 -3.9074 0.01 0.07 -0.12 0.310
H -3.6138 -2.6284 -3.9488 0.00 -0.16 -0.04 0.533
H -1.8059 -2.7070 -1.6553 0.06 -0.10 0.02 0.301
H -3.1171 -3.8675 -1.9065 -0.05 -0.13 -0.10 0.468
H -2.9557 -3.0366 -0.3608 0.07 -0.09 0.11 0.315
H -5.8541 -1.2886 -1.9564 -0.12 -0.02 0.04 0.262
H -5.3670 -2.4103 -0.6673 -0.11 0.01 0.07 0.314
H -5.5130 -2.9826 -2.3218 -0.04 -0.12 -0.09 0.499
H -2.5148 1.3985 -3.6673 -0.05 0.01 -0.14 0.249
H -3.6214 2.7495 -3.9465 0.00 0.15 -0.04 0.532
H -4.2505 1.1086 -3.9053 0.02 -0.07 -0.13 0.304
H -1.8120 2.8315 -1.6587 0.03 0.12 0.02 0.244
H -2.9614 3.1534 -0.3587 0.08 0.09 0.11 0.307
H -3.1302 3.9872 -1.9019 -0.03 0.12 -0.10 0.469
H -5.8586 1.4065 -1.9526 -0.12 0.02 0.04 0.262
H -5.5183 3.1011 -2.3151 -0.04 0.13 -0.09 0.505
H -5.3696 2.5251 -0.6620 -0.12 -0.01 0.07 0.319